[1]
66
Properties=species:S:1:pos:R:3:forces:R:3:mulliken_spin:R:1 method="wB97M-V/def2-TZVPD" homo_ev="-4.287 / -4.289" max_force_ev_per_a=1.425 spin_multiplicity=2 relative_energy_kj_mol=4.1 orbital_gap_ev="6.51 / 6.51" molar_mass_g_mol=635.77 charge=-1 s2=0.75
Ce -0.2975 -0.1036 -0.0878 -0.8742 0.0814 -1.1227 0.987
C 0.2523 -4.0496 0.6539 -0.0119 -0.0515 -0.0093 0.001
C 0.6471 -3.5912 -0.7225 -0.0009 0.0706 -0.0188 0.001
C 1.1170 -4.4823 -1.6689 0.0146 -0.0122 -0.0436 0.001
C 1.4859 -3.9768 -2.9165 0.0045 -0.0445 -0.0224 0.000
C 1.3994 -2.6345 -3.1899 0.0019 0.0399 0.0231 0.000
C 0.9467 -1.7501 -2.1784 0.0107 0.1130 -0.0880 -0.003
N 0.5544 -2.2818 -0.9798 0.1530 -0.2855 -0.1460 0.000
N 0.8552 -0.4071 -2.2659 0.1318 -0.2529 0.0383 0.007
Si 1.1979 0.6841 -3.5322 -0.0931 -0.2224 0.2353 0.001
C -0.2093 0.7698 -4.7524 -0.2422 -0.0456 -0.2340 0.000
C 1.4093 2.3754 -2.7488 0.0718 0.2139 0.1027 0.000
C 2.7492 0.3068 -4.4988 0.2583 -0.0213 -0.1769 0.000
H -0.3830 -4.9354 0.6010 0.0233 -0.0010 -0.0146 0.000
H -0.2811 -3.2707 1.1954 -0.0102 0.0639 -0.0115 0.000
H 1.1380 -4.3125 1.2368 -0.0062 0.0311 0.0046 0.000
H 1.1939 -5.5358 -1.4356 0.0021 0.0221 -0.0209 0.000
H 1.8513 -4.6512 -3.6834 -0.0133 -0.0066 0.0081 0.000
H 1.6864 -2.2401 -4.1546 -0.0030 -0.0108 0.0206 0.000
H -1.0698 1.3075 -4.3421 0.0445 -0.0383 -0.0338 0.000
H -0.5477 -0.2409 -5.0045 0.0215 0.0645 -0.0303 0.000
H 0.0999 1.2665 -5.6787 -0.0732 0.0018 0.0506 0.000
H 0.9374 3.1658 -3.3415 0.0665 -0.0527 -0.0010 0.000
H 2.4696 2.6227 -2.6372 -0.0648 -0.0026 0.0116 0.000
H 0.9709 2.4241 -1.7481 -0.0423 0.0211 0.0120 0.000
H 2.6041 -0.5102 -5.2101 0.0346 0.0399 0.0093 0.000
H 3.5833 0.0422 -3.8426 -0.0463 0.0232 -0.0285 0.000
H 3.0342 1.1961 -5.0720 0.0339 -0.0640 0.0057 0.000
C -0.5001 3.5878 2.7400 -0.0344 0.0659 0.1142 0.000
C -0.4998 2.1236 2.3912 -0.0292 -0.2367 0.0188 0.001
O -0.5186 1.8451 1.1821 0.0582 0.6967 0.5107 -0.002
C -0.4398 1.1089 3.4300 0.0485 0.3953 0.1165 0.002
C -0.1440 1.5181 4.7499 0.0117 -0.0085 0.0165 0.002
C 0.0476 0.6180 5.7635 -0.0341 -0.0969 -0.0987 -0.001
C -0.0638 -0.7538 5.4695 0.0214 -0.0111 0.0669 0.002
C -0.3896 -1.1893 4.2123 0.0168 0.0154 0.1651 -0.002
C -0.6024 -0.2771 3.1536 -0.1330 -0.2091 -0.4685 0.000
O -0.9314 -0.7300 1.9773 0.0163 -0.0327 0.8658 -0.003
H -0.6784 4.1528 1.8294 -0.0004 0.0006 -0.0056 0.000
H 0.4682 3.8696 3.1592 -0.0116 0.0111 -0.0270 0.000
H -1.2661 3.8242 3.4793 0.0179 -0.0166 -0.0181 0.000
H -0.0338 2.5739 4.9600 -0.0030 -0.0071 0.0001 0.000
H 0.3004 0.9545 6.7599 -0.0009 -0.0253 -0.0047 0.000
H 0.1236 -1.4851 6.2477 -0.0132 0.0131 -0.0201 0.000
H -0.4602 -2.2447 3.9843 0.0048 0.0127 0.0027 0.000
C -2.5532 -0.3523 -1.3239 -0.4536 -0.0134 -0.2080 0.007
C -3.1027 0.9434 -0.9675 0.1875 -0.1073 0.0525 -0.007
C -4.1965 1.0939 -0.0846 -0.0109 0.0309 0.0804 0.002
C -4.6455 2.3359 0.3186 0.0120 -0.0736 -0.0096 -0.001
C -4.0305 3.5068 -0.1293 -0.0372 -0.0095 0.0499 0.000
C -2.9455 3.3925 -0.9810 0.1463 -0.1163 0.0002 0.001
C -2.4830 2.1423 -1.3776 0.0295 0.0716 -0.0569 0.001
H -2.1763 -0.3821 -2.3496 0.1074 -0.0141 -0.0234 -0.001
H -3.2317 -1.1847 -1.1452 -0.0164 -0.0318 0.0474 0.001
H -4.6905 0.1986 0.2777 -0.0074 0.0199 -0.0035 0.000
H -5.4959 2.3954 0.9895 0.0118 0.0200 -0.0007 0.000
H -4.3911 4.4784 0.1836 -0.0104 -0.0032 0.0007 0.000
H -2.4378 4.2828 -1.3362 0.0002 -0.0074 -0.0069 0.000
H -1.6214 2.0875 -2.0402 -0.0310 0.0005 -0.0993 0.000
N 1.9324 -0.1532 0.9936 0.6898 0.1671 0.3338 0.005
C 2.6558 -0.8107 1.6178 0.2036 -0.4055 0.2554 0.000
C 3.4783 -1.6495 2.3740 0.0358 0.0162 -0.0467 0.000
C 4.8914 -1.5041 2.3006 -0.3625 -0.0639 0.0435 0.000
N 6.0372 -1.3743 2.2354 -0.0157 -0.0093 0.0147 0.000
C 2.8643 -2.6612 3.1626 0.1525 0.2980 -0.1413 0.000
N 2.3354 -3.4692 3.7977 0.0415 -0.0105 -0.0366 0.000

[2]
68
Properties=species:S:1:pos:R:3:forces:R:3:mulliken_spin:R:1 method="wB97M-V/def2-TZVPD" homo_ev="-10.251 / -10.336" max_force_ev_per_a=1.933 spin_multiplicity=4 relative_energy_kj_mol=134.9 orbital_gap_ev="6.16 / 6.25" molar_mass_g_mol=607.81 charge=+1 s2=4.12
Cr 0.3057 0.4416 -0.1885 0.6958 1.0298 1.3975 3.162
C 4.6024 -3.1997 2.7078 -0.5452 -0.3078 -0.3845 -0.001
Si 3.3642 -3.7374 1.3664 0.1751 -0.2572 -0.0337 0.010
C 1.6238 -4.1764 1.9884 0.6093 0.1473 -0.0645 -0.010
C 4.0538 -5.2285 0.3917 -0.1417 0.6353 0.3540 0.000
C 3.2634 -2.2771 0.1298 -0.0120 -0.3787 0.1902 0.004
C 4.1053 -2.1982 -0.9712 -0.2421 0.0989 0.2011 0.010
C 3.9600 -1.1924 -1.9213 -0.1539 0.1831 -0.0802 0.002
C 2.9085 -0.3082 -1.7869 0.3133 -0.0252 -0.3253 0.041
N 2.0785 -0.3657 -0.7453 0.5609 -0.5964 -0.4383 -0.082
C 2.2942 -1.2789 0.2190 -0.1153 0.1713 0.0153 0.051
S 1.1795 -0.9975 1.5156 -0.4662 0.5940 0.1422 -0.168
H 4.9260 -4.0491 3.3005 0.0513 -0.1921 0.1246 0.000
H 4.1798 -2.4678 3.3889 -0.1505 0.1523 0.0724 0.000
H 5.4854 -2.7574 2.2542 0.1130 0.0282 -0.1415 0.000
H 1.5814 -5.2209 2.2827 0.1128 -0.2306 0.0322 -0.001
H 0.8708 -4.0211 1.2202 -0.0055 0.0519 -0.1352 0.005
H 1.3437 -3.5825 2.8503 -0.0602 0.1344 0.1590 0.002
H 3.8633 -6.1488 0.9367 -0.0337 -0.1082 0.1533 0.000
H 5.1291 -5.1501 0.2617 0.2149 0.0212 -0.0370 0.000
H 3.6080 -5.3387 -0.5929 -0.1628 0.0643 -0.1371 0.000
H 4.8867 -2.9304 -1.0887 0.1710 -0.1707 -0.0965 0.000
H 4.6303 -1.1241 -2.7631 0.0185 0.0726 -0.0751 0.000
H 2.7244 0.4672 -2.5210 -0.0504 -0.0021 -0.0270 0.004
S -1.5111 1.8387 0.1830 0.2677 -0.2871 -0.0414 -0.036
C -2.7277 0.5719 0.1287 1.5330 0.7438 0.1884 -0.036
N -3.9466 1.0140 0.2626 -1.5164 0.1633 0.0580 0.112
N -5.0429 0.3699 0.5425 0.4948 0.9657 -0.6611 0.220
C -5.2993 -0.8090 1.2153 -0.1819 -1.3310 0.6691 -0.025
C -6.6453 -1.1735 1.3471 0.3185 0.1644 -0.1693 0.060
C -6.9922 -2.3121 2.0419 0.0399 -0.0881 0.0848 -0.033
C -6.0120 -3.0922 2.6404 0.0397 0.0232 -0.0565 0.063
C -4.6811 -2.7130 2.5440 -0.0996 0.0019 0.0226 -0.030
C -4.3164 -1.5844 1.8361 -0.0286 0.3315 -0.1400 0.057
N -2.3411 -0.6654 -0.1526 -0.2063 -1.1040 -0.3057 -0.004
N -1.0906 -0.8344 -0.4620 -1.9145 -0.0803 -0.2507 -0.277
C -0.7902 -2.1403 -0.8660 0.1982 -1.3039 -0.3453 0.007
C 0.1816 -2.3427 -1.8478 -0.2458 0.2996 0.1306 -0.074
C 0.5953 -3.6209 -2.1641 -0.0138 -0.1509 -0.1277 0.017
C 0.0007 -4.7185 -1.5618 0.0509 0.1092 -0.0234 -0.033
C -1.0288 -4.5250 -0.6534 -0.0959 0.0175 0.0012 0.019
C -1.4214 -3.2483 -0.2928 0.0881 0.2243 -0.0341 -0.037
H -5.8615 0.9511 0.3737 0.2751 -0.0937 0.1407 -0.013
H -7.4084 -0.5505 0.9028 -0.1172 0.0346 -0.0750 0.000
H -8.0309 -2.5900 2.1237 -0.1068 -0.0170 0.0103 -0.001
H -6.2811 -3.9865 3.1806 -0.0447 -0.0594 0.0456 0.003
H -3.9125 -3.3005 3.0227 0.0526 -0.0602 0.0611 -0.001
H -3.2811 -1.2907 1.7777 -0.0384 -0.1133 0.0431 0.006
H 0.5826 -1.4934 -2.3877 0.0286 -0.0889 0.0692 0.034
H 1.3683 -3.7614 -2.9046 0.0497 -0.0098 -0.0931 0.000
H 0.3313 -5.7138 -1.8141 -0.0156 -0.1184 -0.0197 -0.001
H -1.5280 -5.3775 -0.2196 -0.0265 -0.0748 0.1054 0.000
H -2.2048 -3.0904 0.4350 0.0060 -0.0217 0.0270 -0.008
N 2.0563 4.1661 0.6234 0.0477 -0.2422 0.1972 0.004
C 1.9407 2.8495 0.8970 0.1719 -0.0737 0.2689 0.021
N 1.3759 2.1799 -0.0785 0.0748 0.4175 0.3835 -0.054
C 1.0793 3.1087 -1.0530 0.1871 1.0287 -0.2707 -0.021
C 0.4124 2.9503 -2.2639 0.1166 0.0310 -0.0152 0.019
C 0.1701 4.0879 -3.0030 -0.0394 -0.2717 -0.0359 0.005
C 0.5877 5.3478 -2.5619 0.0556 0.1406 0.1156 -0.001
C 1.2599 5.5218 -1.3689 0.0006 0.0052 0.0165 0.001
C 1.4982 4.3796 -0.6150 -0.3896 -0.4208 -0.6920 0.003
H 2.4382 4.8723 1.2328 0.0136 -0.1545 0.0157 0.000
H 2.2665 2.4037 1.8205 0.0404 0.0041 0.0986 0.002
H 0.0683 1.9718 -2.5858 -0.0183 0.1290 -0.0896 0.004
H -0.3768 4.0062 -3.9294 0.0034 0.0255 -0.1058 0.000
H 0.3579 6.2102 -3.1673 0.0139 0.0978 -0.0527 0.000
H 1.5591 6.5001 -1.0255 0.0344 0.0913 -0.0138 0.000

[3]
62
Properties=species:S:1:pos:R:3:forces:R:3:mulliken_spin:R:1 method="wB97M-V/def2-TZVPD" homo_ev="-10.189 / -8.938" max_force_ev_per_a=5.539 spin_multiplicity=7 relative_energy_kj_mol=104.4 orbital_gap_ev="7.44 / 3.40" molar_mass_g_mol=587.61 charge=+1 s2=12.02
C 1.5778 -0.5035 1.5193 0.5619 -0.0346 -0.3453 -0.030
C 1.9628 -0.9193 0.2032 0.1115 0.6182 0.3821 0.052
C 3.1729 -0.2384 -0.1410 -0.1446 0.1791 0.6622 -0.002
H 1.4417 -1.6449 -0.4165 0.1571 0.1749 0.1216 0.007
C 3.5616 0.5599 0.9832 -0.3633 -0.3462 -0.6378 0.013
C 2.5783 0.3943 2.0039 -0.3326 -0.1238 -0.2489 0.071
H 2.5900 0.8777 2.9835 -0.0057 -0.2398 -0.3366 -0.003
H 0.6861 -0.8335 2.0528 0.3865 -0.0243 -0.0360 -0.001
H 3.7180 -0.3351 -1.0834 -0.1738 -0.0453 0.4262 -0.002
H 4.4710 1.1689 1.0507 -0.4500 -0.3920 -0.0097 -0.003
Eu 1.1835 1.7367 0.1042 2.8224 0.5336 2.0582 5.022
C -0.3071 1.4890 -1.5542 -3.2122 -3.2628 -3.1165 0.779
H -0.2028 0.4049 -1.1970 0.2388 1.2982 0.1671 0.027
H -1.3900 1.6742 -1.5461 0.3996 0.7719 0.4322 0.011
H 0.0097 1.4261 -2.5963 0.6200 0.8520 -0.0031 0.024
Si -1.4307 -2.0369 -1.9083 0.0954 -2.4903 0.8684 -0.004
C -2.4257 -3.3621 -1.0151 0.1375 0.0881 0.3713 0.002
C -1.8138 -4.3227 -0.2011 -0.9583 0.1024 0.3746 -0.001
H -0.7273 -4.4364 -0.2131 -0.3054 -0.0601 0.0676 0.000
C -2.6149 -5.0665 0.6735 -0.1099 0.0455 -0.2109 0.000
H -2.1433 -5.7875 1.3420 -0.2573 0.1115 -0.1420 0.000
C -4.0057 -4.8684 0.6994 -0.0331 0.0916 -0.0846 0.000
H -4.6249 -5.4413 1.3936 0.2673 0.1204 -0.2092 0.000
C -4.6299 -3.9320 -0.1427 0.4210 -0.1221 0.0963 0.000
H -5.7151 -3.7745 -0.1144 0.4974 -0.1738 0.0359 0.000
C -3.8340 -3.1759 -1.0044 0.7137 -0.2696 0.3814 0.001
H -4.2811 -2.3982 -1.6343 0.1160 -0.3742 0.1630 0.000
C 0.0987 -2.6246 -2.7949 0.5792 0.0095 -0.8895 -0.005
C 0.2992 -3.9760 -3.1450 0.4780 0.0039 0.1846 0.000
H -0.4446 -4.7321 -2.8627 0.3314 0.3246 -0.0918 0.000
C 1.4749 -4.3843 -3.8056 -0.1482 0.1436 0.0928 0.000
H 1.6415 -5.4479 -4.0207 -0.1610 0.5156 0.0689 0.000
C 2.4490 -3.4463 -4.1710 -0.4396 0.1359 0.0371 0.000
H 3.3568 -3.7623 -4.7000 -0.4033 0.1384 0.3526 0.000
C 2.2194 -2.0881 -3.9076 -0.0188 -0.0413 -0.0172 0.003
H 2.9749 -1.3471 -4.1918 -0.3698 -0.2651 0.0207 0.000
C 1.0447 -1.6838 -3.2641 0.1725 -0.4219 0.4381 -0.003
H 0.8718 -0.6187 -3.0635 0.2358 -0.3848 -0.1249 0.004
H -0.9317 -1.2720 -0.6803 -0.6255 0.5388 -0.9895 0.012
H -2.5125 -2.1128 -2.8734 -0.3538 1.9692 -0.8098 0.001
N -0.3288 4.8028 1.8467 -0.2092 0.1292 -0.0544 -0.002
C 1.0235 4.6261 2.1683 0.5592 -0.5638 0.1315 -0.001
C 1.5207 5.0809 3.3940 -0.0548 -0.2441 -0.1967 -0.001
C 2.8230 4.7497 3.7618 -0.4460 0.1372 -0.3984 0.001
C 3.6129 4.0711 2.8373 0.1988 -0.0803 -0.3613 -0.001
C 3.0831 3.7600 1.5872 -0.4352 0.1738 0.4482 0.004
N 1.7813 3.9686 1.2807 0.6085 0.3813 0.1454 0.009
C -1.2097 3.7804 1.5384 0.2732 -0.3835 -0.1320 0.006
C -2.5592 4.0822 1.2822 -0.0192 -0.2649 -0.0650 -0.001
C -3.4216 3.0394 0.9568 0.4640 0.5053 0.1495 -0.001
C -2.9302 1.7303 0.9587 0.5603 -0.3922 0.1103 0.003
C -1.5869 1.5169 1.2651 -0.7147 0.8019 -0.2003 0.007
N -0.7139 2.5316 1.4859 -1.1088 -0.0548 0.3916 0.013
H -0.7564 5.6432 2.1982 -0.0044 0.0449 0.0064 0.000
H 0.8253 5.6001 4.0417 0.2345 0.0012 0.1818 0.000
H 3.2019 5.0132 4.7466 -0.0516 -0.0490 -0.2246 0.000
H 4.6283 3.7692 3.0733 -0.1024 0.1814 -0.0455 0.000
H 3.7001 3.3028 0.8010 -0.2965 0.1671 0.4789 -0.005
H -2.8526 5.1331 1.3191 -0.1729 -0.4102 -0.0837 0.000
H -4.4599 3.2431 0.6974 0.2580 -0.0465 0.1149 0.000
H -3.5617 0.8875 0.6929 0.0597 0.1339 0.1977 0.001
H -1.1685 0.5092 1.3060 -0.0772 0.1373 -0.0939 -0.006

[4]
65
Properties=species:S:1:pos:R:3:forces:R:3:lowdin_charge:R:1 method="wB97M-V/def2-TZVPD" homo_ev=-13.636 max_force_ev_per_a=0.640 spin_multiplicity=1 orbital_gap_ev=7.27 molar_mass_g_mol=617.53 charge=+2
In -0.4320 -0.0479 -1.0370 0.1352 -0.0707 0.6214 1.104
C -0.2087 3.4545 -0.7479 0.0253 -0.0055 0.0174 -0.160
Si -1.9776 2.8787 -0.6327 -0.0894 -0.0679 -0.0104 0.422
C -2.7811 3.6317 0.8626 0.0443 0.0352 0.0268 -0.146
C -2.8359 3.2784 -2.2339 0.0258 0.0063 -0.0178 -0.154
N -1.9118 1.0977 -0.3622 -0.3746 0.0819 -0.3411 -0.160
C -3.0649 0.3490 -0.0103 0.0224 -0.1820 0.1987 -0.301
C -4.3837 0.7979 -0.0998 0.0968 -0.0028 0.0059 -0.019
C -5.4359 0.0116 0.3493 0.0007 -0.0334 0.0137 -0.043
C -5.2188 -1.2508 0.8825 -0.0624 0.0330 -0.0108 -0.051
C -3.9252 -1.7477 0.9649 0.0382 0.0348 -0.0070 -0.001
C -2.9199 -0.9311 0.5219 0.2094 0.1772 -0.1318 -0.200
F -1.5972 -1.4167 0.5422 -0.0330 0.0018 0.0481 -0.039
H -0.2112 4.4390 -1.2224 -0.0053 0.0103 0.0168 0.056
H 0.4559 2.8269 -1.3446 -0.0001 0.0347 -0.0400 0.010
H 0.2418 3.5758 0.2396 0.0285 -0.0509 -0.0046 0.036
H -2.6619 4.7174 0.8137 -0.0068 -0.0057 -0.0051 0.051
H -2.2867 3.2915 1.7754 -0.0030 -0.0022 0.0052 0.043
H -3.8449 3.4265 0.9624 -0.0257 -0.0131 -0.0227 0.035
H -2.9256 4.3630 -2.3351 -0.0007 0.0011 0.0001 0.051
H -3.8369 2.8601 -2.3287 -0.0238 -0.0157 0.0093 0.032
H -2.2480 2.9282 -3.0868 -0.0104 -0.0071 -0.0007 0.040
H -4.5904 1.7689 -0.5224 -0.0199 0.0464 -0.0117 0.095
H -6.4450 0.3924 0.2734 0.0042 0.0090 -0.0031 0.122
H -6.0480 -1.8520 1.2267 -0.0036 0.0036 -0.0026 0.120
H -3.7078 -2.7272 1.3683 0.0212 -0.0025 0.0019 0.131
N 1.7757 -2.9044 -3.1470 -0.0189 -0.0332 -0.0137 0.178
C 1.4544 -1.7290 -2.6280 0.0020 0.0012 0.0812 -0.132
N 0.3731 -1.8125 -1.8533 -0.0160 -0.0447 -0.3445 0.013
C -0.0492 -3.1587 -1.9039 -0.0014 0.0372 -0.0219 -0.181
C -1.1261 -3.8259 -1.3227 -0.0002 0.0263 -0.0081 0.008
C -1.2423 -5.1739 -1.5842 0.0116 -0.0166 -0.0132 -0.036
C -0.3227 -5.8585 -2.3964 -0.0177 0.0099 0.0114 -0.038
C 0.7419 -5.2087 -2.9790 -0.0046 0.0042 -0.0083 0.019
C 0.8486 -3.8481 -2.7156 0.0433 -0.0160 -0.0248 -0.163
H 2.5568 -3.0691 -3.7647 -0.0054 -0.0080 0.0036 0.190
H 2.0135 -0.8254 -2.8131 -0.0082 0.0103 0.0035 0.143
H -1.8450 -3.3221 -0.6976 -0.0258 0.0285 0.0128 0.098
H -2.0677 -5.7234 -1.1534 -0.0039 -0.0012 0.0004 0.121
H -0.4592 -6.9165 -2.5707 0.0008 -0.0035 0.0021 0.123
H 1.4501 -5.7259 -3.6113 0.0036 -0.0027 -0.0006 0.128
O 1.4694 0.7575 -0.7365 0.0985 -0.0221 -0.0564 -0.577
S 2.6793 0.1044 0.0157 -0.0365 -0.0497 0.0539 1.120
C 3.6921 1.4595 0.4693 0.0229 0.0635 -0.0100 -0.386
C 3.2293 2.5010 1.2704 -0.0159 -0.0108 0.0020 -0.049
C 4.0935 3.5359 1.5656 0.0148 -0.0001 -0.0051 -0.035
C 5.3984 3.5190 1.0747 -0.0076 -0.0060 0.0023 -0.027
C 5.8476 2.4738 0.2833 0.0012 0.0042 0.0034 -0.041
C 4.9884 1.4304 -0.0310 -0.0059 0.0298 0.0017 -0.069
C 1.9708 -0.4535 1.5402 -0.0420 -0.0041 -0.0226 -0.394
C 0.8473 0.1625 2.0819 0.0078 0.0194 0.0233 -0.101
C 0.3269 -0.3306 3.2683 -0.0042 0.0051 -0.0006 -0.038
C 0.9331 -1.4096 3.8995 0.0123 -0.0111 -0.0057 -0.031
C 2.0573 -2.0104 3.3480 -0.0092 0.0067 0.0189 -0.035
C 2.5811 -1.5391 2.1541 -0.0020 -0.0257 -0.0148 -0.059
H 2.2186 2.4997 1.6579 0.0415 0.0076 -0.0090 0.108
H 3.7601 4.3565 2.1855 -0.0024 0.0026 0.0023 0.122
H 6.0689 4.3319 1.3186 0.0034 0.0026 -0.0004 0.124
H 6.8615 2.4687 -0.0911 0.0024 0.0003 0.0002 0.122
H 5.3225 0.6079 -0.6507 0.0010 -0.0040 -0.0005 0.113
H 0.3964 1.0269 1.6075 -0.0273 -0.0130 -0.0248 0.096
H -0.5446 0.1364 3.7071 -0.0020 0.0039 0.0002 0.125
H 0.5269 -1.7837 4.8294 -0.0010 -0.0031 0.0036 0.123
H 2.5234 -2.8507 3.8436 0.0003 -0.0039 0.0027 0.123
H 3.4511 -2.0084 1.7108 -0.0027 0.0003 -0.0004 0.122